Formula: C5H8N2O3
Source: the Open Molecules 2025 dataset
Level of theory: ωB97M-V/def2-TZVPD

```
18
C5H8N2O3 (ωB97M-V/def2-TZVPD)
O -0.46 0.42 -0.79
H 0.27 -0.95 1.64
O 2.38 -2.58 -1.19
O 1.48 -3.17 0.72
H 0.74 -0.30 -3.20
C 1.43 -0.07 -2.34
C -1.42 0.79 1.44
N -1.16 -0.12 0.37
H 1.95 0.82 -2.41
H 2.11 -0.93 -2.41
C -0.40 -1.18 0.87
C 0.60 -0.32 -1.09
H -0.98 -2.03 1.13
H -0.40 1.04 1.88
N 1.57 -2.47 -0.25
H -2.11 1.72 1.28
C 0.65 -1.45 -0.34
H -1.90 0.10 2.05
```

Values from the calculation:
HOMO-LUMO gap ... 8.77 eV
Net charge ... 0
Maximum force ... 4.830 eV Å⁻¹
E_tot ... -530.33245 a.u.
HOMO ... -8.90 eV